1.
{
  "formula": "C3H7PS2",
  "method": "ωB97M-V/def2-TZVPD",
  "elements": ["C", "C", "C", "P", "S", "S", "H", "H", "H", "H", "H", "H", "H"],
  "coordinates": [[-0.882, -0.090, -1.089], [-1.394, -1.588, 1.228], [-0.703, 1.396, -1.897], [-0.634, 0.022, 0.641], [-1.179, -1.555, -1.882], [0.496, 2.271, -0.892], [-1.546, -1.411, 2.333], [-0.689, -2.358, 0.883], [-2.358, -1.905, 0.760], [-1.522, 2.116, -1.905], [-0.285, 1.172, -2.913], [-1.541, 1.068, 0.772], [1.302, 1.247, -0.695]],
  "nbo_charge": [-0.43, -0.93, -0.58, 0.59, 0.01, 0.00, 0.24, 0.25, 0.24, 0.24, 0.24, -0.01, 0.12],
  "charge": 0,
  "relative_energy_kcal_mol": 27.6,
  "homo_energy_ev": -8.38,
  "smiles": "CPC(=S)CS",
  "e_lumo_ev": -0.59,
  "orbital_gap_ev": 7.7866,
  "e_tot_ev": -34181.7496
}

2.
{
  "formula": "C6H14",
  "method": "ωB97M-V/def2-TZVPD",
  "elements": ["C", "C", "C", "C", "C", "C", "H", "H", "H", "H", "H", "H", "H", "H", "H", "H", "H", "H", "H", "H"],
  "coordinates": [[1.113, -0.718, -1.517], [0.166, -0.264, -0.696], [-1.007, 0.530, -1.213], [0.225, -0.552, 0.795], [0.161, 0.726, 1.640], [-0.875, -1.536, 1.214], [1.958, -1.296, -1.149], [1.076, -0.534, -2.589], [1.678, 2.726, -1.708], [1.565, 2.072, -1.371], [-1.956, 0.017, -1.016], [-0.926, 0.690, -2.293], [-1.068, 1.514, -0.733], [1.193, -1.033, 0.989], [-0.815, 1.218, 1.550], [0.932, 1.444, 1.339], [0.311, 0.490, 2.700], [-0.829, -2.452, 0.617], [-0.766, -1.808, 2.270], [-1.872, -1.098, 1.088]],
  "nbo_charge": [-0.42, 0.05, -0.66, -0.26, -0.60, -0.60, 0.20, 0.20, -0.01, 0.00, 0.22, 0.22, 0.22, 0.20, 0.20, 0.21, 0.21, 0.21, 0.21, 0.20],
  "charge": 0,
  "relative_energy_kcal_mol": 35.1,
  "homo_energy_ev": -9.31,
  "smiles": "C=C(C)C(C)C.[H][H]",
  "e_lumo_ev": 1.15,
  "orbital_gap_ev": 10.4632,
  "e_tot_ev": -6447.8860
}

3.
{
  "formula": "C4H7NS",
  "method": "ωB97M-V/def2-TZVPD",
  "elements": ["C", "C", "C", "C", "N", "S", "H", "H", "H", "H", "H", "H", "H"],
  "coordinates": [[0.045, -1.873, -0.480], [1.124, -1.410, 0.112], [-0.637, 1.581, 0.663], [-1.526, 1.428, -0.281], [1.745, -0.317, -0.380], [2.729, 0.715, 0.257], [-0.256, -2.854, -0.209], [-0.392, -1.361, -1.402], [1.475, -1.730, 1.081], [0.210, 2.171, 0.447], [-0.598, 0.945, 1.629], [-2.503, 0.849, -0.163], [-1.416, 1.856, -1.275]],
  "nbo_charge": [-0.37, -0.08, -0.39, -0.39, -0.54, 0.39, 0.20, 0.22, 0.20, 0.19, 0.20, 0.19, 0.19],
  "charge": 0,
  "relative_energy_kcal_mol": 0.7,
  "homo_energy_ev": [-8.02, -9.56],
  "s2": 2.027,
  "e_lumo_ev": [1.05, -1.40],
  "orbital_gap_ev": [9.0694, 8.1532],
  "e_tot_ev": -16582.8225,
  "spin_multiplicity": 3
}

4.
{
  "formula": "C3H5NO2",
  "method": "ωB97M-V/def2-TZVPD",
  "elements": ["N", "C", "O", "C", "C", "O", "H", "H", "H", "H", "H"],
  "coordinates": [[-1.059, -0.764, 1.450], [-1.214, -0.693, 0.203], [-0.849, 0.378, -0.546], [0.339, 1.067, -0.143], [1.457, 0.211, -0.722], [2.096, -0.579, -0.074], [-1.419, -1.656, 1.786], [-1.646, -1.454, -0.451], [0.425, 1.154, 0.942], [0.294, 2.050, -0.621], [1.576, 0.284, -1.823]],
  "nbo_charge": [-0.68, 0.40, -0.51, -0.18, 0.41, -0.49, 0.36, 0.15, 0.22, 0.20, 0.11],
  "charge": 0,
  "relative_energy_kcal_mol": 44.5,
  "homo_energy_ev": -9.83,
  "smiles": "[H]/N=C/OCC=O",
  "e_lumo_ev": 0.82,
  "orbital_gap_ev": 10.6453,
  "e_tot_ev": -8775.7635
}